Record 1
ORCA calculation (ωB97M-V/def2-TZVPD) on a structure of composition C59H60BrF4N3O3PPbS3SbSi2 at a distorted geometry.

Structure (ORCA input):
```
! wB97M-V def2-TZVPD RIJCOSX def2/J DEFGRID3
* xyz 2 1
Pb -0.29606 -0.81023 -0.44268
Sb -0.83288 3.57262 -1.61338
Br -1.38350 1.11087 2.07639
S 3.15988 -4.76780 -0.28236
S 1.11651 -4.07140 1.73887
S -1.18881 1.32149 -2.01613
P 1.83667 0.25932 1.26491
Si -3.29840 -2.69991 3.39590
Si -3.25459 -4.68575 0.46495
F 3.20941 3.11494 5.33197
F 3.70399 1.49395 3.26544
F -1.38887 2.86619 4.43507
F 0.65018 3.83190 5.92377
O -0.94677 -2.31303 -2.62692
O 4.29018 -3.30912 -3.21869
O 1.34815 -0.49331 -2.05733
N -3.31465 -1.18820 -0.10522
N 1.58057 -2.64074 -0.46768
N 2.35979 -2.51691 -1.59836
C -1.60684 -1.62503 -3.69780
C -2.42092 4.36848 0.85673
C 2.44741 1.84321 3.51168
C 2.71616 -0.22054 -4.40872
C -4.31991 5.99552 -4.03653
C -1.63271 5.61308 2.75612
C -4.50292 -4.61770 -0.94401
C 4.65228 -2.05816 -5.15781
C -3.97726 -1.98654 0.73593
C 2.17322 -1.43359 -2.33398
C -4.61894 4.80944 -3.38073
C 2.76562 -0.98379 2.25896
C 2.97929 -1.30813 -3.56543
C 1.76831 -5.77215 1.81345
C -0.34090 5.57612 2.25231
C 3.95809 0.66428 -0.50107
C -6.08208 -1.02691 0.08823
C 1.84569 3.04704 -2.90328
C -5.38058 -1.90122 0.88810
C -0.08112 4.93970 1.04545
C -0.13474 2.55557 4.12049
C -2.32228 4.59295 -2.73745
C 4.96466 1.39209 -1.11336
C -3.62123 4.10177 -2.72861
C -4.23547 -1.11073 3.78864
C 4.58756 -2.50793 2.64165
C 0.12547 1.74299 3.02688
C -3.83343 -4.14062 4.47791
C -2.00832 5.76483 -3.41195
C -1.12705 4.34880 0.35150
C -1.45824 -2.28532 3.61103
C 1.52762 5.39055 -2.38291
C 3.92466 -1.61048 1.81725
C -3.53975 -6.18449 1.56101
C 2.20673 2.67323 4.59371
C 3.16839 -5.74710 1.24928
C 3.20270 2.65028 0.61822
C 3.09497 1.27550 0.40589
C 3.40312 -0.04711 -5.58838
C 0.90239 3.03863 4.89968
C 4.21391 3.37335 0.00936
C -2.66955 4.99913 2.06496
C -4.01644 -0.33416 -0.85272
C 2.26112 -1.30562 3.52073
C 4.11030 -2.78296 3.91359
C 2.93959 -2.18200 4.35008
C 4.37994 -0.97194 -5.95834
C 5.10590 2.74384 -0.84488
C 1.89242 -3.67230 0.23460
C -5.39621 -0.23147 -0.81530
C 3.46139 4.67396 -3.62142
C -1.52980 -4.68488 -0.31777
C 3.96794 -2.24246 -3.95084
C -3.01517 6.46516 -4.06111
C 2.72133 5.68538 -3.02527
C -3.43547 -3.07160 1.51122
C 1.09548 4.06978 -2.33925
C 1.42255 1.37384 2.68686
C 3.03159 3.35577 -3.54969
H -5.89496 -2.54138 1.59280
H -5.63489 4.43846 -3.37926
H -4.12476 -0.36162 3.00460
H -1.36801 -1.33217 4.13060
H -1.79265 -2.30276 -4.53137
H -3.13187 -4.97227 4.42023
H -3.82565 -0.68491 4.70554
H -1.02775 -0.76384 -4.03487
H 2.50430 3.15792 1.27153
H 1.50420 2.01881 -2.84030
H -0.09796 -2.62890 -2.96514
H 2.55729 -2.39132 5.34045
H -2.55444 -1.26589 -3.30120
H -0.93834 -2.19785 2.66095
H 3.61144 2.56456 -4.00556
H -4.30781 -3.77083 -1.60371
H -0.95740 -3.04698 4.20631
H 5.64396 0.89929 -1.79626
H -3.85242 3.16737 -2.22911
H 5.38431 -2.80237 -5.43983
H -0.98949 6.13096 -3.44832
H -4.54295 -6.19899 1.98732
H -1.60232 -5.06908 -1.33545
H -7.15762 -0.95702 0.17812
H 1.94134 0.47751 -4.12176
H -4.41431 -5.52649 -1.54039
H -1.09214 -3.69235 -0.37662
H -3.86539 -3.81797 5.51961
H 1.76546 -6.08237 2.85738
H -0.86053 -5.32849 0.24789
H -5.10425 6.54766 -4.53540
H 1.10136 -6.41559 1.23963
H 5.90266 3.30984 -1.30754
H 4.34227 -1.40317 0.84478
H 4.31063 4.43277 0.20757
H 3.86075 -5.26859 1.93974
H 3.06379 6.71030 -3.07262
H -5.53670 -4.55321 -0.60384
H -3.23074 3.89343 0.31426
H -2.81829 -6.24020 2.37594
H -5.30118 -1.26959 3.95456
H 3.70499 -3.32271 -2.42765
H 5.49481 -2.98211 2.29054
H -3.42307 0.29832 -1.49962
H 4.37370 4.91373 -4.15086
H 4.91463 -0.84027 -6.88928
H -2.77965 7.38032 -4.58673
H 3.84683 -0.37921 -0.75331
H 4.65546 -3.44737 4.57060
H -1.83905 6.12670 3.68498
H 0.94646 6.18356 -1.92601
H 1.33743 -0.85881 3.86613
H 3.17102 0.78876 -6.23403
H -5.91461 0.46367 -1.45865
H 3.52764 -6.74160 0.99131
H 0.46133 6.06541 2.78953
H -3.43417 -7.09054 0.96313
H -4.82537 -4.51862 4.23093
H -3.67637 5.03160 2.45861
H 0.92777 4.91426 0.64766
*
```

For the total energy, the calculation gives -8195.24633 hartree. The HOMO-LUMO gap comes out at 0.131 hartree.

***

Record 2
ORCA calculation (ωB97M-V/def2-TZVPD) on a cluster of 2 separate species, C6H16O in total at a distorted geometry.

Structure (ORCA input):
```
! wB97M-V def2-TZVPD RIJCOSX def2/J DEFGRID3
* xyz 1 2
O 2.69180 2.22306 -1.40738
C 1.02280 -1.24632 -0.42221
C 0.06328 -0.06697 -0.72829
C -1.90555 1.39982 0.04843
C 0.30884 -2.56786 -0.03382
C -1.03422 0.13803 0.29335
C -0.48347 0.19487 1.71636
H -1.45257 2.38314 0.10013
H -2.64197 1.33095 0.85374
H -2.38941 1.47503 -0.94589
H 1.10040 -3.21348 0.40559
H -0.35733 -0.11575 -1.76917
H -0.13844 -3.06737 -0.91532
H -0.30996 -0.78310 2.08140
H 1.85083 2.24976 -1.91252
H -0.46888 -2.44108 0.64353
H -1.19527 0.70323 2.30775
H 1.69043 -0.92466 0.45020
H -1.67002 -0.69107 0.12455
H 2.56952 2.87667 -0.72632
H 1.70644 -1.40087 -1.17900
H 0.63762 0.86019 -0.78242
H 0.40512 0.68378 1.79730
*
```

The expectation value of S² is 0.752. For the total energy, the calculation gives -313.02223 hartree. For the energy relative to the best compared isomer or geometry (same formula, charge and spin), the calculation gives 28.72 kcal per mole. The HOMO-LUMO gap (alpha / beta) comes out at 0.468 / 0.171 hartree.

***

Record 3
ORCA calculation (ωB97M-V/def2-TZVPD) on an isolated molecule of C4H10N2O2 at a distorted geometry.

Structure (ORCA input):
```
! wB97M-V def2-TZVPD RIJCOSX def2/J DEFGRID3
* xyz 0 1
O 1.00806 -0.56334 -1.66685
O 1.96552 0.62821 0.83204
N 0.36520 2.30084 0.42726
N 1.09911 1.22936 -0.15362
C -1.98464 -1.00495 -0.34684
C -0.56079 -0.78174 0.09468
C 0.21999 0.20461 -0.76280
C -0.07119 -1.50761 1.11701
H 1.00644 3.05565 0.67828
H -2.04999 -1.05758 -1.43887
H -2.39187 -1.94581 0.04038
H 1.53126 0.11806 -2.11837
H 0.96299 -1.43968 1.43172
H -0.68809 -2.22446 1.65065
H -0.49665 0.74675 -1.39464
H -2.62162 -0.18678 0.00283
H 2.75369 0.43169 0.29513
H -0.04744 1.99678 1.31202
*
```

For the total energy, the calculation gives -418.29042 hartree. For the energy relative to the best compared isomer or geometry (same formula, charge and spin), the calculation gives 107.02 kcal per mole. The HOMO-LUMO gap comes out at 0.374 hartree. The SMILES is C=C(C)[C@H](O)N(N)O.

***

Record 4
ORCA calculation (ωB97M-V/def2-TZVPD) on a structure of composition C12H32I2O4Zn at a distorted geometry.

Structure (ORCA input):
```
! wB97M-V def2-TZVPD RIJCOSX def2/J DEFGRID3
* xyz 0 1
I 1.94992 -2.92607 -0.67538
I -1.02893 -2.62103 2.44059
Zn 0.19944 -1.15276 0.43245
O 1.66896 -0.39683 1.79052
O -1.05843 0.52360 1.10536
O -1.51393 -1.76215 -0.81729
O 0.74665 0.19117 -1.11888
C -2.30663 1.10332 0.63004
C 3.01780 -0.75487 2.24832
C -3.47469 0.42897 1.29659
C -1.43860 -1.96915 -2.23216
C 2.92053 -1.54007 3.55131
C 1.12813 1.57612 -1.01612
C -2.09063 -0.82195 -3.00793
C 3.82328 0.50616 2.40275
C -2.00993 -3.32000 -2.58480
C 2.59612 1.74913 -1.36654
C -2.28292 2.60212 0.81602
C 0.23734 2.41984 -1.91652
H 0.95522 -0.11288 -2.01116
H 3.38758 1.14222 3.17756
H 2.86843 2.80561 -1.31202
H -3.42495 -0.65071 1.19452
H 2.69585 -2.58886 3.38018
H -2.29186 0.86521 -0.43729
H -2.44296 2.88350 1.86256
H 0.46500 3.48157 -1.81731
H 2.15297 -1.12366 4.20861
H -1.51999 -4.10489 -2.01114
H -0.92415 0.80949 2.01645
H 1.32641 0.26977 2.39711
H -3.07361 -0.56186 -2.59637
H -1.48081 0.08091 -2.99375
H -2.26475 -1.11821 -4.04428
H 4.84277 0.27100 2.70783
H -3.05761 3.07638 0.21394
H -1.32144 3.02456 0.50920
H 0.97237 1.84920 0.02730
H -3.49697 0.67738 2.36287
H -3.08732 -3.36453 -2.37781
H 0.37191 2.12990 -2.96351
H -0.37180 -1.99508 -2.46819
H -2.42552 -1.91353 -0.54115
H -1.87044 -3.51795 -3.64796
H -0.81833 2.29978 -1.65840
H -4.41463 0.81465 0.88794
H 3.86850 1.03474 1.45113
H 2.79314 1.39015 -2.38016
H 3.39578 -1.40984 1.46873
H 3.86867 -1.47884 4.09830
H 3.23904 1.19927 -0.68206
*
```

For the total energy, the calculation gives -3152.20121 hartree. For the energy relative to the best compared isomer or geometry (same formula, charge and spin), the calculation gives 7.48 kcal per mole. The HOMO-LUMO gap comes out at 0.273 hartree.

***

Repeat the fourth record exactly.
ORCA calculation (ωB97M-V/def2-TZVPD) on a structure of composition C12H32I2O4Zn at a distorted geometry.

Structure (ORCA input):
```
! wB97M-V def2-TZVPD RIJCOSX def2/J DEFGRID3
* xyz 0 1
I 1.94992 -2.92607 -0.67538
I -1.02893 -2.62103 2.44059
Zn 0.19944 -1.15276 0.43245
O 1.66896 -0.39683 1.79052
O -1.05843 0.52360 1.10536
O -1.51393 -1.76215 -0.81729
O 0.74665 0.19117 -1.11888
C -2.30663 1.10332 0.63004
C 3.01780 -0.75487 2.24832
C -3.47469 0.42897 1.29659
C -1.43860 -1.96915 -2.23216
C 2.92053 -1.54007 3.55131
C 1.12813 1.57612 -1.01612
C -2.09063 -0.82195 -3.00793
C 3.82328 0.50616 2.40275
C -2.00993 -3.32000 -2.58480
C 2.59612 1.74913 -1.36654
C -2.28292 2.60212 0.81602
C 0.23734 2.41984 -1.91652
H 0.95522 -0.11288 -2.01116
H 3.38758 1.14222 3.17756
H 2.86843 2.80561 -1.31202
H -3.42495 -0.65071 1.19452
H 2.69585 -2.58886 3.38018
H -2.29186 0.86521 -0.43729
H -2.44296 2.88350 1.86256
H 0.46500 3.48157 -1.81731
H 2.15297 -1.12366 4.20861
H -1.51999 -4.10489 -2.01114
H -0.92415 0.80949 2.01645
H 1.32641 0.26977 2.39711
H -3.07361 -0.56186 -2.59637
H -1.48081 0.08091 -2.99375
H -2.26475 -1.11821 -4.04428
H 4.84277 0.27100 2.70783
H -3.05761 3.07638 0.21394
H -1.32144 3.02456 0.50920
H 0.97237 1.84920 0.02730
H -3.49697 0.67738 2.36287
H -3.08732 -3.36453 -2.37781
H 0.37191 2.12990 -2.96351
H -0.37180 -1.99508 -2.46819
H -2.42552 -1.91353 -0.54115
H -1.87044 -3.51795 -3.64796
H -0.81833 2.29978 -1.65840
H -4.41463 0.81465 0.88794
H 3.86850 1.03474 1.45113
H 2.79314 1.39015 -2.38016
H 3.39578 -1.40984 1.46873
H 3.86867 -1.47884 4.09830
H 3.23904 1.19927 -0.68206
*
```

For the total energy, the calculation gives -3152.20121 hartree. For the energy relative to the best compared isomer or geometry (same formula, charge and spin), the calculation gives 7.48 kcal per mole. The HOMO-LUMO gap comes out at 0.273 hartree.